Entry 1:
Formula: C2H6NO2
Source: the OMol25 dataset
Level of theory: wB97M-V/def2-TZVPD

The value obtained for the energy above the lowest of the compared OMol25 structures with the same formula, charge and spin is 1.341 eV. Its total charge is -1. The electronic energy is -285.0618 Ha.

Last column: Löwdin charge in e.
Cartesian coordinates (Å):
O (-0.476, 1.254, 0.715)  -0.1735
O (0.388, -0.171, -1.312)  -0.1860
N (-1.325, -1.678, -1.211)  -0.0187
C (-0.179, -1.261, -1.633)  -0.6280
C (0.524, 1.369, 1.664)  -0.2452
H (0.434, 0.587, 2.439)  0.0658
H (-0.233, 0.568, 0.021)  0.0174
H (1.538, 1.356, 1.240)  0.0658
H (0.461, -1.861, -2.332)  0.0778
H (0.470, 2.366, 2.113)  0.0552
H (-1.601, -2.529, -1.703)  -0.0306

Entry 2:
Formula: C2H6NO2
Source: the OMol25 dataset
Level of theory: wB97M-V/def2-TZVPD

The value obtained for the energy above the lowest of the compared OMol25 structures with the same formula, charge and spin is 0.551 eV. Its total charge is +1. The electronic energy is -284.7835 Ha.

Last column: Löwdin charge in e.
Cartesian coordinates (Å):
O (-0.839, 0.530, 0.588)  0.0426
O (-2.470, -0.584, -0.388)  0.1360
N (1.566, -0.590, 0.249)  0.1958
C (-2.003, 0.455, 0.281)  -0.3227
C (2.287, 0.212, -0.409)  0.1563
H (0.587, -0.310, 0.506)  0.0876
H (1.883, 1.177, -0.689)  0.1265
H (-2.751, 1.216, 0.529)  0.1594
H (-3.429, -0.536, -0.503)  0.1343
H (3.295, -0.053, -0.690)  0.1218
H (1.876, -1.516, 0.527)  0.1624

Entry 3:
Formula: C2H6NO2P
Source: the OMol25 dataset
Level of theory: wB97M-V/def2-TZVPD

The value obtained for the energy above the lowest of the compared OMol25 structures with the same formula, charge and spin is 3.768 eV. The electronic energy is -626.2819 Ha.

Last column: Löwdin charge in e.
Cartesian coordinates (Å):
P (2.276, 0.146, 1.168)  0.8177
O (2.928, -0.136, -0.368)  -0.4598
O (-2.218, 0.728, -0.881)  0.1482
N (-3.281, -1.344, -0.767)  0.2160
C (-2.733, -0.302, -0.939)  -0.4334
C (1.460, -0.119, -0.444)  -0.3777
H (0.060, 1.139, 2.144)  0.0994
H (1.254, 0.739, -1.071)  0.0660
H (-3.685, -2.169, -1.091)  0.0654
H (0.728, 0.886, 1.859)  -0.1220
H (0.969, -1.079, -0.747)  0.0789
H (2.242, 1.511, 1.136)  -0.0987

Entry 4:
Formula: C2H6NO2P
Source: the OMol25 dataset
Level of theory: wB97M-V/def2-TZVPD

Its structure (SMILES) is C=C1O[P@H]1=O.N. The value obtained for the energy above the lowest of the compared OMol25 structures with the same formula, charge and spin is 2.739 eV. The electronic energy is -626.3197 Ha.

Last column: Löwdin charge in e.
Cartesian coordinates (Å):
P (-1.050, -2.062, -0.073)  0.7599
O (-0.006, -2.673, 0.814)  -0.3503
O (-0.604, -1.031, -1.349)  -0.1823
N (2.329, 1.136, 0.328)  -0.0304
C (-1.386, -0.398, -0.357)  -0.4440
C (-1.610, 0.890, -0.054)  0.0310
H (2.791, 1.227, 1.270)  0.0234
H (2.242, 2.140, 0.186)  -0.0154
H (-2.249, 1.141, 0.900)  0.0974
H (-1.964, -2.842, -0.687)  0.0301
H (2.834, 0.666, -0.488)  0.0453
H (-1.327, 1.805, -0.490)  0.0352

Entry 5:
Formula: C2H6NO2S
Source: the OMol25 dataset
Level of theory: wB97M-V/def2-TZVPD

The value obtained for the energy above the lowest of the compared OMol25 structures with the same formula, charge and spin is 4.255 eV. Its total charge is +1. The electronic energy is -682.7684 Ha.

Last column: Löwdin charge in e.
Cartesian coordinates (Å):
S (1.307, 1.827, 0.520)  1.0051
O (-0.657, 0.010, 0.549)  -0.2476
O (-1.106, -1.180, 0.660)  -0.0816
N (1.384, 0.317, -1.673)  0.1285
C (0.719, 1.153, -0.906)  -0.5116
C (-1.982, -1.380, 1.543)  0.1286
H (-0.143, 1.570, -1.277)  0.0792
H (-2.525, -0.688, 2.303)  0.1693
H (-2.263, -2.460, 1.494)  0.1295
H (2.212, -0.250, -1.463)  0.1521
H (0.906, 0.159, -2.584)  0.1595
H (2.149, 0.921, 0.834)  -0.1109

Entry 6:
Formula: C2H6NO3
Source: the OMol25 dataset
Level of theory: wB97M-V/def2-TZVPD

The value obtained for the energy above the lowest of the compared OMol25 structures with the same formula, charge and spin is 3.532 eV. Its total charge is -1. The electronic energy is -360.2414 Ha.

Last column: Löwdin charge in e.
Cartesian coordinates (Å):
O (-1.258, -0.116, 0.705)  -0.1812
O (2.833, 1.702, -1.465)  -0.0181
O (-1.983, -0.955, 3.473)  -0.1077
N (0.038, -0.974, -0.993)  -0.0441
C (-0.987, -0.994, -0.155)  -0.6544
C (1.904, 1.590, -2.238)  -0.1569
H (-2.363, -0.522, 2.638)  0.0487
H (1.871, 0.827, -2.985)  0.0568
H (0.839, 1.569, -1.898)  0.0665
H (-1.801, -1.644, 2.877)  -0.0284
H (-1.351, -2.043, -0.177)  0.0651
H (0.314, 0.008, -0.856)  -0.0464

Entry 7:
Formula: C2H6NO3
Source: the OMol25 dataset
Level of theory: wB97M-V/def2-TZVPD

The value obtained for the energy above the lowest of the compared OMol25 structures with the same formula, charge and spin is 1.841 eV. Its total charge is -1. The electronic energy is -360.3036 Ha.

Last column: Löwdin charge in e.
Cartesian coordinates (Å):
O (-3.067, 1.174, -0.236)  -0.0804
O (-0.431, 1.021, -1.511)  -0.0961
O (1.478, -2.237, 0.038)  -0.2554
N (0.379, -0.025, 0.366)  0.0355
C (0.402, 0.309, -0.924)  -0.4383
C (1.554, -1.197, 0.779)  -0.4964
H (-2.306, 0.649, -0.533)  0.0004
H (1.317, -0.081, -1.386)  0.1165
H (2.419, -0.485, 0.729)  0.0691
H (-0.453, 0.210, 0.876)  0.0820
H (-2.668, 2.006, -0.059)  0.0001
H (1.377, -1.342, 1.861)  0.0630

Entry 8:
Formula: C2H6NO3Si
Source: the OMol25 dataset
Level of theory: wB97M-V/def2-TZVPD

The value obtained for the energy above the lowest of the compared OMol25 structures with the same formula, charge and spin is 0.000 eV. Its total charge is -1. The electronic energy is -649.8137 Ha.

Last column: Löwdin charge in e.
Cartesian coordinates (Å):
Si (-0.019, 1.631, 0.712)  0.2056
O (1.946, -1.169, -0.962)  0.0472
O (1.332, 0.861, -0.251)  -0.1370
O (-0.560, 0.140, 0.943)  -0.3079
N (0.126, -0.914, 0.392)  -0.1345
C (-0.737, -1.643, -0.587)  -0.0239
C (1.221, -0.423, -0.364)  -0.7059
H (-1.289, 1.995, 1.434)  -0.0865
H (1.105, 2.253, 1.657)  -0.0399
H (-1.113, -0.796, -1.131)  0.0855
H (-1.513, -2.223, -0.090)  0.0779
H (-0.029, -2.218, -1.144)  0.0670
H (-0.471, 2.506, -0.610)  -0.0476

Entry 9:
Formula: C2H6NP
Source: the OMol25 dataset
Level of theory: wB97M-V/def2-TZVPD

The value obtained for the energy above the lowest of the compared OMol25 structures with the same formula, charge and spin is 3.433 eV. The electronic energy is -475.7310 Ha.

Last column: Löwdin charge in e.
Cartesian coordinates (Å):
P (-0.323, -1.046, -0.490)  0.8258
N (-1.431, 0.331, -0.263)  -0.2721
C (-0.984, -0.180, 0.968)  -0.4285
C (1.280, -0.132, -0.784)  -0.3618
H (1.439, 0.443, 0.131)  -0.0787
H (-2.454, 0.317, -0.405)  0.0810
H (1.136, 0.541, -1.589)  0.0033
H (0.661, 0.863, 1.501)  0.1217
H (-1.538, -0.352, 1.918)  0.0481
H (2.212, -0.785, -0.988)  0.0614

Entry 10:
Formula: C2H6NP
Source: the OMol25 dataset
Level of theory: wB97M-V/def2-TZVPD

The value obtained for the energy above the lowest of the compared OMol25 structures with the same formula, charge and spin is 4.391 eV. The electronic energy is -475.6957 Ha.

Last column: Löwdin charge in e.
Cartesian coordinates (Å):
P (-2.117, 0.411, -0.143)  0.7525
N (1.877, 0.889, -0.044)  0.0379
C (-0.336, 0.522, 0.255)  -0.4874
C (0.840, 0.257, -0.481)  -0.4719
H (-2.597, -0.379, 1.036)  -0.0782
H (0.816, -0.596, -1.306)  0.1215
H (0.571, -1.865, 0.822)  0.1232
H (-1.851, -0.713, -0.908)  -0.1352
H (-0.003, 0.856, 1.277)  0.0675
H (2.799, 0.618, -0.508)  0.0701

Entry 11:
Formula: C2H6NP
Source: the OMol25 dataset
Level of theory: wB97M-V/def2-TZVPD

The value obtained for the energy above the lowest of the compared OMol25 structures with the same formula, charge and spin is 4.094 eV. The electronic energy is -475.7067 Ha.

Last column: Löwdin charge in e.
Cartesian coordinates (Å):
P (-0.757, -0.127, 0.218)  0.7846
N (-0.948, -0.780, -1.138)  -0.3013
C (-2.441, 0.143, 0.682)  -0.2645
C (1.750, -0.111, 0.518)  -0.1033
H (-2.994, 0.601, -0.056)  -0.0570
H (-0.491, -0.738, -2.063)  0.0058
H (1.953, 0.134, 1.562)  -0.0258
H (-2.537, 0.685, 1.601)  -0.0521
H (2.282, 0.753, -0.098)  0.0402
H (1.945, -1.068, 0.064)  -0.0266

Entry 12:
Formula: C2H6NP2
Source: the OMol25 dataset
Level of theory: wB97M-V/def2-TZVPD

Its structure (SMILES) is C=PP(C)#[NH+]. The value obtained for the energy above the lowest of the compared OMol25 structures with the same formula, charge and spin is 1.837 eV. Its total charge is +1. The electronic energy is -816.8872 Ha.

Last column: Löwdin charge in e.
Cartesian coordinates (Å):
P (0.315, -1.177, 1.725)  0.8692
P (-0.232, 0.109, -0.517)  0.8038
N (-0.027, 0.421, -2.011)  -0.1944
C (1.791, -1.721, 1.224)  -0.4325
C (-1.651, 1.208, -0.087)  -0.2735
H (2.216, -1.324, 0.261)  0.0150
H (-2.522, 0.638, -0.020)  0.0164
H (2.580, -2.020, 1.909)  0.0176
H (-1.684, 1.701, 0.905)  0.0646
H (0.891, 0.198, -2.497)  0.0547
H (-1.677, 1.968, -0.892)  0.0592

Entry 13:
Formula: C2H6NS
Source: the OMol25 dataset
Level of theory: wB97M-V/def2-TZVPD

The value obtained for the energy above the lowest of the compared OMol25 structures with the same formula, charge and spin is 1.940 eV. Its total charge is -1. The electronic energy is -532.6999 Ha.

Last column: Löwdin charge in e.
Cartesian coordinates (Å):
S (-0.575, 1.064, 1.561)  0.0304
N (0.363, -1.145, -0.517)  -0.1446
C (-0.391, -0.166, -1.281)  -0.2687
C (0.950, -0.698, 0.554)  -0.3402
H (-1.302, 1.884, 2.300)  -0.4469
H (1.021, -1.297, 1.443)  0.0237
H (1.638, 0.181, 0.508)  0.0345
H (-0.593, -0.612, -2.258)  0.0434
H (0.228, 0.734, -1.456)  0.0617
H (-1.339, 0.053, -0.855)  0.0068

Entry 14:
Formula: C2H6NS
Source: the OMol25 dataset
Level of theory: wB97M-V/def2-TZVPD

The value obtained for the energy above the lowest of the compared OMol25 structures with the same formula, charge and spin is 0.886 eV. Its total charge is -1. The electronic energy is -532.7386 Ha.

Last column: Löwdin charge in e.
Cartesian coordinates (Å):
S (-3.372, 0.359, -0.410)  -0.3468
N (1.430, -0.469, 0.493)  -0.0999
C (1.880, 0.693, 0.636)  -0.1223
C (0.092, -0.614, -0.039)  -0.1947
H (1.336, 1.592, 0.312)  0.0749
H (2.878, 0.865, 1.039)  0.0458
H (-3.279, -0.500, -1.442)  -0.4890
H (-0.294, -1.623, 0.090)  0.0579
H (-0.021, -0.355, -1.096)  0.0707
H (-0.651, 0.052, 0.415)  0.0033

Entry 15:
Formula: C2H6NaO2
Source: the OMol25 dataset
Level of theory: wB97M-V/def2-TZVPD

The value obtained for the energy above the lowest of the compared OMol25 structures with the same formula, charge and spin is 1.755 eV. The spin multiplicity is 2. The electronic energy is -392.4100 Ha.

Last column: Mulliken spin population.
Cartesian coordinates (Å):
Na (-2.233, -0.555, 0.235)  -0.0010
O (-1.821, 1.371, -0.615)  0.0034
O (-0.324, -0.872, 1.501)  0.8152
C (0.878, -0.290, -0.544)  0.0238
C (0.834, -0.406, 0.969)  -0.0146
H (-2.070, 1.757, -1.456)  0.0000
H (0.084, -0.137, -1.291)  0.0027
H (0.928, -1.340, -0.881)  0.0131
H (1.690, -1.004, 1.357)  0.0490
H (1.032, 0.581, 1.463)  0.1103
H (1.004, 0.894, -0.739)  -0.0018

Entry 16:
Formula: C2H6O
Source: the OMol25 dataset
Level of theory: wB97M-V/def2-TZVPD

Its structure (SMILES) is C=C.O. The value obtained for the energy above the lowest of the compared OMol25 structures with the same formula, charge and spin is 0.748 eV. The electronic energy is -154.9983 Ha.

Last column: Löwdin charge in e.
Cartesian coordinates (Å):
O (-2.752, 0.013, 0.673)  -0.0567
C (1.580, -0.643, -0.374)  -0.0764
C (1.747, 0.658, -0.515)  -0.0851
H (-1.830, 0.113, 0.399)  0.0208
H (0.923, 1.370, -0.566)  0.0426
H (2.678, 1.187, -0.698)  0.0453
H (-2.698, -0.520, 1.468)  0.0303
H (2.432, -1.306, -0.380)  0.0451
H (0.599, -1.060, -0.227)  0.0341

Entry 17:
Formula: C2H6O2
Source: the OMol25 dataset
Level of theory: wB97M-V/def2-TZVPD

Its structure (SMILES) is OCCO. The value obtained for the energy above the lowest of the compared OMol25 structures with the same formula, charge and spin is 1.353 eV. The electronic energy is -230.2309 Ha.

Last column: Löwdin charge in e.
Cartesian coordinates (Å):
O (-1.347, 0.025, -0.766)  -0.1213
O (1.261, -0.420, -0.808)  -0.0881
C (-0.868, -0.178, 0.544)  -0.2216
C (0.641, 0.280, 0.277)  -0.2193
H (-1.272, -1.202, 0.787)  0.1252
H (1.182, 0.079, 1.175)  0.0885
H (-1.335, 0.512, 1.306)  0.1241
H (1.913, 0.120, -1.286)  0.1003
H (0.601, 1.372, 0.047)  0.1296
H (-0.776, -0.587, -1.275)  0.0827

Entry 18:
Formula: C2H6O2
Source: the OMol25 dataset
Level of theory: wB97M-V/def2-TZVPD

Its structure (SMILES) is OCCO. The value obtained for the energy above the lowest of the compared OMol25 structures with the same formula, charge and spin is 1.794 eV. The electronic energy is -230.2147 Ha.

Last column: Löwdin charge in e.
Cartesian coordinates (Å):
O (0.720, -1.122, -0.899)  -0.0950
O (-1.187, 0.671, -0.651)  -0.1140
C (0.724, -0.177, 0.181)  -0.2074
C (-0.722, 0.390, 0.651)  -0.2222
H (-1.663, 0.002, 1.143)  0.1250
H (1.301, -0.861, -1.640)  0.1069
H (1.279, -0.647, 1.014)  0.1083
H (-0.506, 1.254, 1.317)  0.1093
H (-1.158, -0.251, -0.953)  0.0743
H (1.211, 0.742, -0.164)  0.1147

Entry 19:
Formula: C2H6O2
Source: the OMol25 dataset
Level of theory: wB97M-V/def2-TZVPD

Its structure (SMILES) is CC=O.O. The value obtained for the energy above the lowest of the compared OMol25 structures with the same formula, charge and spin is 1.191 eV. The electronic energy is -230.2369 Ha.

Last column: Löwdin charge in e.
Cartesian coordinates (Å):
O (0.357, 3.846, -3.236)  -0.0802
O (-1.200, -2.858, 1.864)  0.0115
C (-0.873, -2.017, 1.042)  -0.2281
C (0.499, -1.216, 1.415)  -0.0377
H (0.187, 2.884, -3.371)  0.0510
H (0.256, 4.089, -2.309)  0.0292
H (1.383, -1.618, 1.050)  0.0295
H (-1.395, -1.826, 0.168)  0.0769
H (0.392, -1.032, 2.516)  0.0864
H (0.394, -0.253, 0.863)  0.0615

Entry 20:
Formula: C2H6O2P
Source: the OMol25 dataset
Level of theory: wB97M-V/def2-TZVPD

The value obtained for the energy above the lowest of the compared OMol25 structures with the same formula, charge and spin is 3.758 eV. Its total charge is -1. The electronic energy is -571.5936 Ha.

Last column: Löwdin charge in e.
Cartesian coordinates (Å):
P (0.327, 0.976, -1.718)  0.7914
O (-1.242, -1.238, -0.162)  -0.4588
O (1.039, 0.476, -2.922)  -0.5577
C (-1.718, -1.369, 1.083)  -0.5281
C (1.673, 1.256, -0.443)  -0.3290
H (-1.188, -0.776, 1.896)  0.0164
H (-1.634, -2.428, 1.430)  0.0200
H (1.390, 1.930, 0.332)  -0.0010
H (1.779, 0.402, 0.142)  -0.0004
H (-2.880, -1.004, 1.278)  0.0509
H (2.455, 1.775, -0.915)  -0.0038